{
  "formula": "C47H56BN7O5PSSbTeTi",
  "method": "ωB97M-V/def2-TZVPD",
  "elements": ["Te", "Sb", "Ti", "S", "P", "O", "O", "O", "O", "O", "N", "N", "N", "N", "N", "N", "N", "C", "C", "C", "C", "C", "C", "C", "C", "C", "C", "C", "C", "C", "C", "C", "C", "C", "C", "C", "C", "C", "C", "C", "C", "C", "C", "C", "C", "C", "C", "C", "C", "C", "C", "C", "C", "C", "C", "C", "C", "C", "C", "C", "C", "C", "C", "C", "B", "H", "H", "H", "H", "H", "H", "H", "H", "H", "H", "H", "H", "H", "H", "H", "H", "H", "H", "H", "H", "H", "H", "H", "H", "H", "H", "H", "H", "H", "H", "H", "H", "H", "H", "H", "H", "H", "H", "H", "H", "H", "H", "H", "H", "H", "H", "H", "H", "H", "H", "H", "H", "H", "H", "H", "H"],
  "xyz": [[-4.12430, -0.64416, -1.01208], [3.09240, -0.21267, 2.84806], [-0.00439, 0.01874, 0.74210], [-0.47960, 4.00371, -2.57415], [-3.09367, 0.99116, 0.24859], [-0.83740, -0.61034, -2.20010], [-3.94078, 1.14862, 1.57935], [1.41915, -0.48226, -1.99456], [-1.59170, 0.80289, 0.78344], [-2.96394, 2.46631, -0.33832], [1.84339, -2.06894, 0.69019], [2.97574, 1.21477, 0.10570], [0.60272, 2.02967, 1.78528], [-1.03652, -2.01134, 0.82659], [-0.20007, -0.53206, 2.98684], [0.00360, 2.11706, -0.94881], [0.38808, 4.18656, 2.05882], [3.63606, -2.98882, 2.03778], [2.70436, -4.28892, 0.31305], [4.00436, 3.33859, -0.30143], [-1.16319, -0.73006, 3.84154], [1.03345, -0.10497, 3.64083], [1.82827, -0.23612, -7.96324], [1.95605, -0.82166, -4.39801], [-1.02698, -0.58678, 5.28841], [3.28254, 1.37028, 1.39780], [0.44374, 1.42299, 5.42986], [-3.64140, 2.12966, 2.59779], [-3.27009, -4.43108, -0.13383], [0.55403, 3.67100, 3.32295], [-0.29700, 0.31759, 5.99802], [-5.06248, 3.74264, -0.29940], [3.26519, 1.94729, -2.23022], [0.73995, 2.63551, 6.29678], [4.26008, 3.51486, 1.04452], [-0.09473, 4.41518, -0.96589], [2.76885, -1.97235, 1.67640], [3.93006, 2.48734, 1.91174], [0.80944, 1.28366, 4.12567], [0.35635, 4.45535, 4.52131], [1.38493, -1.07314, -5.64700], [0.99536, -3.50616, -1.21821], [3.73155, -1.08713, -6.60937], [-4.03382, 3.03520, -1.15125], [-4.76026, 2.10596, 3.61252], [0.40447, 3.17318, 1.17182], [-1.15074, -5.45621, 0.77985], [-0.01190, -1.16661, -5.74865], [-0.26691, -0.76721, -3.44741], [2.24059, -1.26606, -6.89943], [1.10159, -0.67428, -3.32574], [1.84486, -3.23937, -0.01235], [-2.86079, -4.50753, 2.35196], [2.02031, -2.68454, -7.44655], [0.38351, 4.00459, 5.77338], [0.12803, 3.28577, -0.24355], [-0.86574, -1.01905, -4.66203], [-2.52372, -1.17745, 3.39484], [-2.20650, -4.35373, 0.96934], [-0.32793, 2.35057, -2.18273], [3.39024, 2.17172, -0.75196], [3.59651, -4.18571, 1.34918], [0.74478, 2.32463, 3.13304], [-1.54126, -3.03691, 0.89253], [0.20974, -0.42075, -1.32392], [4.29657, -1.23299, -7.53077], [2.59563, -2.82224, -8.36449], [-5.62016, 3.03326, 0.31432], [-2.82526, -4.30724, -1.12255], [3.02605, -0.74247, -4.26089], [-1.94045, -1.10040, -4.76354], [-5.76965, 4.25679, -0.95133], [0.97038, -2.87160, -7.67781], [-3.70842, -3.83149, 2.46417], [0.22743, 5.15725, 1.84570], [4.33711, -2.83751, 2.84674], [-2.67685, 1.88188, 3.05252], [2.66141, -5.19362, -0.27962], [-1.71402, -1.20377, 5.85645], [-0.45527, 0.32317, 7.07254], [-1.63018, -6.42031, 0.94762], [0.79078, -4.57037, -1.29563], [-5.65931, 2.56820, 3.20740], [4.30823, 4.08924, -1.01967], [2.34881, -3.43449, -6.72269], [4.25509, -5.00540, 1.60687], [-2.14405, -4.33591, 3.15727], [-0.32844, -5.35124, 1.49006], [0.06047, -2.97163, -1.22244], [-4.59137, 4.48624, 0.34634], [-5.00230, 1.07699, 3.87762], [-3.54034, 3.72743, -1.82928], [-3.74531, -5.41152, -0.08536], [1.20492, -0.74788, 4.50243], [0.10604, 5.49981, 4.36234], [-4.49176, 2.24023, -1.73928], [-4.46630, 2.64381, 4.51423], [0.79795, -0.38161, -8.29183], [4.75519, 4.40857, 1.40478], [3.95326, -0.08151, -6.24133], [-3.23165, -5.52844, 2.43994], [2.23175, 1.80821, -2.53170], [-3.55509, 3.11006, 2.12837], [2.47332, -0.32796, -8.83908], [1.55842, -3.24165, -2.10880], [4.17349, 2.54209, 2.96559], [-2.69649, -1.00688, 2.34041], [3.80227, 1.04022, -2.50566], [-0.06720, 5.44612, -0.64812], [-0.49867, 1.57779, -2.92327], [0.22901, 2.50914, 7.24991], [-2.62779, -2.24447, 3.59720], [-0.45677, -1.36758, -6.71519], [1.92238, 0.78099, -7.57527], [-0.75436, -5.45001, -0.23211], [4.09437, -1.81876, -5.88272], [-3.29428, -0.66693, 3.97081], [1.80918, 2.63165, 6.53246], [-4.03164, -3.66373, -0.00123], [3.68709, 2.78748, -2.77900], [0.15031, 4.72633, 6.54894]],
  "forces_ev_per_a": [[0.182, 0.153, 0.019], [-0.132, -0.026, 0.100], [0.586, 0.770, 1.963], [0.004, -0.130, 0.023], [-0.679, 0.007, 0.125], [-0.336, 0.010, 0.229], [0.079, 0.089, 0.248], [0.179, 0.114, 0.255], [-0.899, -0.392, -0.426], [0.119, -0.134, -0.171], [0.096, -0.449, -0.204], [0.120, 0.146, -0.071], [0.119, -0.673, -0.046], [0.299, 0.490, -0.492], [0.137, 0.138, -0.015], [0.286, -0.520, 0.390], [-0.062, 0.121, 0.009], [-0.004, 0.055, -0.015], [0.042, -0.080, -0.009], [0.017, 0.088, 0.024], [0.018, -0.178, -0.266], [0.027, 0.265, -0.272], [-0.008, -0.002, 0.040], [0.078, 0.061, 0.026], [0.103, 0.019, 0.173], [0.105, -0.161, -0.059], [0.183, 0.100, -0.068], [0.095, 0.055, 0.055], [0.016, 0.035, -0.057], [0.098, -0.093, 0.016], [-0.135, -0.035, 0.052], [0.063, -0.053, 0.052], [-0.092, -0.052, 0.092], [-0.182, 0.013, -0.151], [0.033, 0.036, 0.022], [-0.020, 0.078, -0.055], [-0.214, 0.318, -0.192], [-0.087, -0.049, -0.001], [-0.151, -0.234, 0.128], [-0.025, 0.122, -0.116], [-0.045, -0.011, 0.002], [0.009, 0.282, 0.025], [-0.016, 0.009, 0.008], [-0.126, 0.118, -0.006], [-0.013, -0.041, -0.080], [-0.017, 0.097, -0.049], [0.031, 0.095, 0.031], [-0.013, 0.020, -0.021], [0.149, -0.149, -0.128], [0.003, 0.005, -0.044], [-0.050, -0.198, -0.043], [0.089, 0.321, 0.365], [-0.019, 0.052, -0.035], [0.011, -0.001, 0.010], [-0.032, -0.047, 0.106], [0.013, 0.106, -0.064], [-0.085, 0.029, -0.043], [0.024, 0.094, 0.054], [-0.009, -0.173, 0.075], [-0.046, 0.093, -0.256], [-0.029, -0.134, 0.141], [0.116, -0.137, 0.062], [0.011, 0.226, 0.000], [-0.191, -0.106, -0.046], [0.110, -0.793, -1.353], [-0.004, 0.005, 0.024], [-0.018, -0.002, 0.031], [0.014, 0.026, -0.009], [-0.011, -0.014, 0.027], [-0.052, -0.037, -0.002], [0.040, -0.008, 0.011], [-0.004, -0.015, 0.026], [0.037, 0.006, -0.002], [0.033, 0.014, 0.012], [-0.013, 0.017, -0.011], [0.035, -0.001, 0.016], [0.013, -0.075, -0.013], [-0.025, 0.024, 0.016], [0.022, -0.043, -0.012], [0.016, -0.007, -0.030], [-0.004, 0.020, 0.004], [-0.006, 0.001, 0.023], [-0.015, -0.023, 0.014], [-0.007, -0.025, 0.005], [-0.023, 0.019, -0.029], [-0.009, 0.017, -0.010], [-0.017, -0.064, -0.022], [-0.011, -0.019, -0.016], [-0.275, 0.227, -0.079], [-0.033, 0.000, -0.034], [0.018, 0.014, 0.064], [0.091, 0.002, 0.018], [0.023, 0.009, 0.005], [0.030, -0.067, 0.067], [0.024, -0.034, 0.019], [0.054, -0.056, -0.023], [-0.012, 0.022, -0.027], [0.031, 0.014, 0.011], [-0.025, -0.010, -0.019], [0.007, -0.044, -0.009], [-0.006, 0.013, -0.012], [-0.056, -0.016, -0.027], [0.045, 0.023, -0.013], [-0.029, -0.005, 0.016], [0.045, 0.180, -0.190], [0.044, 0.026, 0.001], [-0.023, 0.011, -0.020], [-0.002, -0.017, -0.010], [0.023, -0.049, 0.001], [0.017, 0.153, 0.078], [0.009, -0.009, 0.040], [0.013, 0.056, 0.054], [0.034, 0.009, 0.027], [0.003, -0.022, -0.027], [-0.002, -0.007, -0.002], [-0.001, 0.037, -0.027], [-0.009, 0.016, -0.010], [0.023, -0.005, 0.026], [0.013, -0.017, 0.011], [-0.004, -0.030, -0.001], [0.006, -0.020, -0.028]],
  "mulliken_charge": [-0.244, 0.775, -0.531, -0.189, -0.283, -0.220, -0.209, -0.105, 0.189, 0.164, 0.547, 0.298, 1.469, 0.076, 0.957, 0.924, 0.160, -0.723, -0.840, -0.963, 1.358, -1.795, -1.602, -0.406, -1.234, 0.156, 0.522, 0.724, -1.453, 0.753, -1.425, -1.150, -0.716, -1.225, -0.951, -0.029, -0.527, -0.765, 1.019, -1.093, 0.352, -1.289, -1.967, -0.360, -1.688, -0.687, -1.500, -0.162, 0.491, 1.740, 0.448, 1.025, -1.892, -1.601, -0.715, -1.024, -2.492, -1.597, 1.892, -0.395, 0.852, -0.880, -0.899, -0.186, 1.901, 0.427, 0.449, 0.222, 0.322, 0.537, 0.623, 0.484, 0.342, 0.373, 0.247, 0.547, -0.342, 0.546, 0.494, 0.486, 0.483, 0.448, 0.415, 0.451, 0.361, 0.463, 0.385, 0.354, -0.132, 0.264, 0.330, 0.296, 0.428, 0.939, 0.416, 0.363, 0.381, 0.325, 0.479, 0.405, 0.529, -0.121, 0.403, 0.459, 0.554, 0.493, -0.095, 0.283, 0.487, 0.199, 0.490, 0.398, 0.473, 0.354, 0.238, 0.385, 0.499, 0.376, 0.257, 0.510, 0.437],
  "charge": 2,
  "energy_ha": -4705.9235,
  "homo_energy_ev": -11.9,
  "multiplicity": 1,
  "max_force_ev_per_a": 2.2,
  "e_above_lowest_kcal_mol": 33.88,
  "homo_lumo_gap_ev": 6.29
}